{"formula": "C25H18F3KN7", "method": "ωB97M-V with the def2-TZVPD basis set", "symbols": ["K", "C", "C", "N", "C", "C", "C", "C", "C", "C", "C", "N", "C", "C", "C", "C", "C", "C", "C", "C", "N", "C", "H", "H", "H", "H", "H", "H", "H", "H", "H", "H", "H", "H", "N", "C", "C", "N", "C", "C", "N", "C", "C", "N", "H", "H", "H", "H", "H", "H", "F", "C", "F", "F"], "positions_angstrom": [[0.98, 1.14, 0.22], [1.18, -0.21, -4.39], [1.28, -0.29, -2.99], [0.31, 0.02, -2.17], [-0.87, 0.44, -2.64], [-1.07, 0.58, -4.04], [-0.01, 0.23, -4.90], [-2.29, 1.08, -4.55], [-3.25, 1.46, -3.65], [-3.08, 1.31, -2.27], [-1.93, 0.77, -1.67], [-1.63, 0.55, -0.37], [-2.50, 0.69, 0.67], [-3.88, 0.96, 0.68], [-4.65, 1.11, 1.84], [-4.12, 0.99, 3.09], [-2.75, 0.66, 3.19], [-2.14, 0.47, 4.45], [-0.82, 0.10, 4.53], [-0.12, -0.05, 3.32], [-0.66, 0.14, 2.14], [-1.95, 0.50, 2.03], [2.02, -0.47, -5.02], [2.21, -0.62, -2.53], [-0.15, 0.34, -5.97], [-2.43, 1.19, -5.62], [-4.18, 1.88, -4.00], [-3.89, 1.70, -1.68], [-4.44, 1.02, -0.24], [-5.70, 1.32, 1.72], [-4.71, 1.12, 3.98], [-2.74, 0.60, 5.34], [-0.32, -0.06, 5.47], [0.92, -0.36, 3.33], [4.62, -2.42, 1.12], [5.55, -1.43, 1.35], [4.88, -0.26, 1.18], [3.57, -0.49, 0.86], [3.44, -1.80, 0.81], [2.19, -2.45, 0.47], [1.14, -1.73, 0.16], [0.13, -2.60, -0.12], [0.58, -3.88, 0.02], [1.91, -3.78, 0.39], [4.78, -3.41, 1.16], [6.57, -1.66, 1.61], [5.25, 0.75, 1.27], [-0.83, -2.22, -0.40], [0.10, -4.84, -0.11], [2.53, -4.55, 0.57], [1.62, 4.70, 0.63], [2.56, 3.65, 0.55], [3.39, 4.12, -0.49], [3.37, 3.93, 1.68]], "total_charge": -1}

{"formula": "C3H7NO2S", "method": "ωB97M-V with the def2-TZVPD basis set", "symbols": ["C", "N", "S", "O", "O", "C", "C", "H", "H", "H", "H", "H", "H", "H"], "positions_angstrom": [[2.62, 0.73, 0.32], [1.73, 0.70, -0.56], [0.50, -0.56, -0.38], [0.59, -1.30, -1.56], [0.70, -1.32, 0.85], [-0.94, 0.50, -0.28], [-2.05, -0.44, 0.11], [3.37, 1.48, 0.32], [2.51, 0.01, 1.13], [-0.84, 1.17, 0.50], [-1.17, 1.09, -1.17], [-1.89, -1.41, -0.47], [-2.02, -0.59, 1.23], [-3.11, -0.07, -0.03]]}

{"formula": "C15H23N3O3", "method": "ωB97M-V with the def2-TZVPD basis set", "symbols": ["C", "N", "C", "C", "C", "C", "N", "N", "C", "C", "C", "O", "O", "C", "O", "H", "H", "H", "H", "H", "H", "H", "H", "H", "H", "H", "H", "H", "H", "H", "H", "H", "C", "C", "C", "C", "C", "C", "H", "H", "H", "H", "H", "H"], "positions_angstrom": [[6.27, -0.87, -1.42], [5.26, -1.99, -1.72], [4.12, -1.73, -0.75], [2.63, -2.11, -1.35], [1.69, -0.86, -0.75], [0.24, -1.49, -0.30], [0.16, -1.73, 1.22], [-1.03, -0.72, -0.55], [-0.89, 0.77, -0.31], [-1.68, -1.04, -1.87], [-1.26, -0.45, -3.34], [-2.75, -1.89, -1.85], [0.35, -2.88, -0.81], [1.77, -3.33, -0.63], [2.27, -4.43, -0.05], [5.92, 0.17, -1.90], [6.35, -0.80, -0.24], [7.35, -1.15, -1.83], [4.96, -1.88, -2.71], [4.30, -2.33, 0.24], [4.11, -0.55, -0.56], [2.54, -2.36, -2.49], [2.09, -0.42, 0.26], [1.68, 0.03, -1.53], [-0.88, -1.77, 1.41], [0.49, -0.85, 1.69], [-0.06, 1.30, -0.94], [-1.92, 1.27, -0.63], [-0.72, 0.94, 0.85], [-2.17, 0.21, -3.75], [-1.13, -1.36, -4.11], [-0.33, 0.26, -3.31], [-5.53, 3.01, 2.93], [-4.66, 4.03, 3.32], [-3.28, 3.86, 3.22], [-2.77, 2.66, 2.74], [-3.63, 1.64, 2.35], [-5.01, 1.81, 2.45], [-6.60, 3.15, 3.00], [-5.07, 4.97, 3.71], [-2.61, 4.66, 3.53], [-1.69, 2.53, 2.65], [-3.22, 0.70, 1.97], [-5.68, 1.01, 2.15]]}

Computed electronic energy (eV) in order:
-61127.65871, -19643.00899, -26533.81754
Computed LUMO energy (eV) in order:
1.8, 0.6, 0.2